Record 1
The following is a quantum chemistry calculation of C40H49Br2N6O9P4Rb as an isolated structure in a non-equilibrium geometry, from the OMol25 dataset.

Calculated values
**Total energy**: -9097.2220 a.u.
**Multiplicity**: 1

Each line ends with the Löwdin charge.
Atoms and positions in Å:
Rb -0.47107 0.40352 0.21087  0.77
C -2.71677 3.46354 1.09610  -0.02
C -1.41792 4.12277 1.43951  -0.33
C -1.36886 5.26482 2.23453  -0.02
C -0.14382 5.82743 2.54133  -0.05
C 1.00360 5.23586 2.03885  -0.02
C 0.86226 4.10406 1.24404  -0.24
N -0.31137 3.55788 0.94409  0.15
C 2.07874 3.45533 0.67189  -0.20
C 2.96805 4.23930 -0.05455  -0.01
C 4.10608 3.65166 -0.57037  -0.04
C 4.32191 2.30826 -0.32909  -0.01
C 3.38629 1.59837 0.41882  -0.20
N 2.27510 2.15339 0.90841  0.19
C 3.63469 0.14676 0.66845  -0.20
C 4.12164 -0.63145 -0.37388  -0.04
C 4.40774 -1.96360 -0.13498  -0.07
C 4.23031 -2.46159 1.13912  -0.02
C 3.77249 -1.61460 2.14548  -0.29
C 3.69202 -2.10768 3.55940  -0.01
N 3.45981 -0.33661 1.90083  0.16
H -2.96234 3.63215 0.04765  0.05
H -3.53453 3.85713 1.70025  0.09
H -2.62572 2.39050 1.26450  0.05
H -2.28855 5.68559 2.61791  0.11
H -0.08243 6.70632 3.17026  0.11
H 1.98741 5.62531 2.26194  0.11
H 2.74037 5.28258 -0.22064  0.11
H 4.81507 4.22929 -1.14862  0.11
H 5.21293 1.81577 -0.69116  0.11
H 4.25608 -0.18980 -1.35052  0.11
H 4.78104 -2.60040 -0.92839  0.10
H 4.45848 -3.49113 1.37713  0.12
H 4.47972 -1.63916 4.15234  0.09
H 3.83149 -3.18607 3.59529  0.08
H 2.74512 -1.87094 4.03686  0.06
O -0.37285 -0.43539 -4.85889  -0.05
C -0.68711 0.15897 -3.80528  -0.76
O -0.26125 -0.12467 -2.65762  -0.24
C -1.71521 1.28826 -3.89780  -0.25
P -1.81983 2.28421 -2.34538  1.04
C -0.56605 3.58208 -2.66575  -0.36
C -0.71418 4.85043 -2.10291  -0.11
C 0.25377 5.82677 -2.27578  -0.09
C 1.40224 5.54792 -3.00583  -0.11
C 1.57338 4.28455 -3.55073  -0.09
C 0.59877 3.30878 -3.38152  -0.07
C -3.37932 3.18209 -2.71732  -0.39
C -3.49872 4.19709 -3.66601  -0.09
C -4.73409 4.75832 -3.94914  -0.08
C -5.87224 4.30699 -3.29242  -0.09
C -5.76821 3.29695 -2.34907  -0.08
C -4.52759 2.74238 -2.06096  -0.11
H -2.69574 0.82036 -4.02809  0.10
H -1.54129 1.89874 -4.78585  0.10
H -1.60704 5.08416 -1.53389  0.10
H 0.10623 6.80836 -1.84234  0.10
H 2.15683 6.31098 -3.15032  0.10
H 2.46477 4.05346 -4.12070  0.10
H 0.75633 2.33266 -3.82228  0.10
H -2.61625 4.55514 -4.18272  0.11
H -4.81065 5.54615 -4.68741  0.10
H -6.83750 4.74226 -3.51607  0.10
H -6.65014 2.94234 -1.83128  0.10
H -4.44842 1.95906 -1.31501  0.10
Br -0.01829 -4.16923 1.79046  0.62
C -1.65328 -3.28769 1.28736  -1.04
Br -2.59579 -4.22542 -0.12430  0.60
H -1.40654 -2.30300 0.91282  -0.05
H -2.28387 -3.22493 2.16508  -0.02
C -1.26892 0.94147 5.40394  -0.06
C -1.08973 0.67686 3.91268  -0.58
O -0.95039 1.90002 3.18681  -0.08
P 0.38233 -0.32844 3.55272  0.42
O 0.36640 -1.48605 4.63678  -0.13
O 1.59172 0.60312 3.96092  -0.12
O 0.46082 -0.78800 2.14912  -0.51
P -2.48194 -0.31553 3.20731  0.30
O -3.81327 0.30168 3.88534  -0.12
O -2.24546 -1.67658 3.79089  -0.32
O -2.54206 -0.06571 1.73512  -0.46
H -0.35857 1.36894 5.83130  0.08
H -1.51105 0.02812 5.94431  0.09
H -2.08588 1.65094 5.53111  0.08
H -0.09797 2.29198 3.42608  0.09
H -0.51877 -1.91005 4.52846  0.06
H 2.30427 0.57851 3.26354  0.06
H -4.23974 0.89238 3.26607  0.06
C 1.31527 -2.96882 -4.88081  -0.10
N 0.32558 -3.83729 -4.08242  -0.06
C 1.04293 -5.08211 -3.58385  -0.13
N 2.19375 -4.73922 -2.82028  -0.14
C 3.09163 -3.92508 -3.63553  -0.17
N 2.47543 -2.69562 -4.10626  -0.13
C 2.18046 -1.76282 -3.00767  -0.28
P 0.98121 -2.42494 -1.74997  1.07
C -0.28432 -3.06571 -2.94224  -0.25
C 1.84192 -4.06624 -1.55144  -0.32
H 0.77379 -2.04979 -5.12821  0.11
H 1.56723 -3.55751 -5.76527  0.14
H -0.42407 -4.11149 -4.71769  0.18
H 1.33024 -5.64790 -4.47263  0.14
H 0.32556 -5.64852 -2.98912  0.14
H 3.40268 -4.51626 -4.50103  0.13
H 3.97328 -3.67800 -3.04475  0.12
H 1.76015 -0.84476 -3.41518  0.08
H 3.11575 -1.52959 -2.49620  0.06
H -0.82078 -2.22731 -3.37971  0.08
H -0.96840 -3.73338 -2.42289  0.03
H 1.20750 -4.73194 -0.96529  0.05
H 2.75733 -3.92412 -0.97373  0.07

Record 2
The following is a quantum chemistry calculation of C40H49GeLuN13O11P2S2 as an isolated structure in a non-equilibrium geometry, from the OMol25 dataset.

Calculated values
**Net charge**: -1
**Total energy**: -7885.1169 a.u.
**Multiplicity**: 1

Each line ends with the Löwdin charge.
Atoms and positions in Å:
Lu -1.31162 0.37808 -1.44218  1.51
C -1.04189 5.29037 -6.27297  -0.12
C -1.72349 4.21355 -5.45255  -0.28
N -0.68720 3.56906 -4.58401  -0.02
C -0.86283 3.13484 -3.30179  -0.86
S -2.43031 2.56476 -2.81197  0.60
N 0.20115 3.15824 -2.55207  -0.05
N 0.13812 2.31767 -1.44570  -0.07
C 1.24041 2.34123 -0.74835  -0.26
C 2.48143 3.06180 -1.12323  -0.02
C 1.29050 1.40959 0.40611  -0.20
C 2.23914 1.48100 1.43409  0.03
C 2.22914 0.51988 2.50394  -0.01
C 1.26435 -0.45096 2.46116  -0.04
C 0.31097 -0.37868 1.43173  -0.14
N 0.34306 0.45879 0.43459  0.03
H -1.75152 5.89801 -6.88332  0.08
H -0.32664 4.75218 -6.98880  0.09
H -0.53647 5.96147 -5.56067  0.05
H -2.10316 3.36756 -6.11944  0.13
H -2.45730 4.71739 -4.85216  0.08
H 0.20777 4.08715 -4.68407  0.13
H 2.58719 3.04987 -2.19911  0.08
H 3.32443 2.63527 -0.62796  0.07
H 2.33726 4.10685 -0.85012  0.09
H 2.99767 2.19723 1.41797  0.09
H 2.91017 0.57880 3.32986  0.11
H 1.19511 -1.16058 3.25761  0.10
H -0.56355 -1.05682 1.41697  0.09
C -1.35479 -1.28124 -6.63970  -0.07
C -1.45079 -0.62635 -5.25232  -0.58
O -2.04008 0.66289 -5.47137  -0.09
P 0.26433 -0.43863 -4.57376  0.52
O 0.94081 -1.84191 -4.80062  -0.12
O 1.10430 0.56540 -5.52797  -0.09
O 0.23817 0.14575 -3.20168  -0.38
P -2.24310 -1.81104 -4.08084  0.32
O -3.64223 -2.20674 -4.68893  -0.08
O -1.42205 -3.05813 -4.04680  -0.29
O -2.47059 -1.01347 -2.79032  -0.44
H -0.60208 -0.80644 -7.25264  0.07
H -2.31045 -1.01370 -7.06011  0.08
H -1.20439 -2.42076 -6.68219  0.12
H -2.39311 1.05563 -4.64485  -0.01
H 0.25620 -2.53996 -4.56811  0.06
H 0.91906 1.42363 -5.11527  0.06
H -4.30715 -1.59333 -4.40284  0.07
O -2.60989 -0.20687 0.16027  -0.39
N -2.46306 1.14730 0.30865  -0.31
C -5.14151 0.04660 2.15581  -0.20
Ge -3.44910 0.77178 2.92835  0.85
C -3.59549 2.20623 4.23374  -0.23
C -2.35177 -0.76100 3.55212  -0.19
C -2.74391 1.73221 1.38466  -0.22
H -5.34569 -0.90700 2.65531  0.01
H -4.89832 -0.31323 1.12815  0.02
H -5.95190 0.71465 2.18865  -0.01
H -3.88096 1.83061 5.19657  0.01
H -4.24028 2.99296 3.94475  0.00
H -2.56514 2.62615 4.18014  0.01
H -2.91442 -1.32454 4.28374  0.02
H -1.39858 -0.48317 3.96332  -0.01
H -2.33563 -1.38638 2.65360  0.00
H -2.42653 2.76371 1.23376  0.07
O 7.75476 1.00432 6.26958  -0.37
S 6.85858 1.54552 7.26481  0.37
O 7.23397 1.12916 8.61494  -0.37
O 6.49857 2.91264 7.08061  -0.35
C 5.30562 0.57258 6.95870  -0.32
N 5.36905 -0.77209 6.92606  0.12
C 4.17102 -1.38751 6.98106  -0.11
C 2.95296 -0.69318 6.83902  -0.02
C 3.05281 0.67286 6.81746  -0.27
N 4.19244 1.31982 6.96997  0.14
C 1.82374 1.50246 6.57364  -0.12
C 0.55166 1.02523 6.16683  -0.04
C -0.39699 1.92824 5.81207  -0.18
N -0.22278 3.25724 5.77036  0.06
C 0.99018 3.70134 6.13688  -0.15
C 2.03654 2.89047 6.46616  -0.01
H 4.10553 -2.46931 7.10361  0.10
H 1.96194 -1.19239 6.78323  0.11
H 0.32711 -0.02154 6.19220  0.09
H -1.38840 1.55726 5.47536  0.08
H 1.09159 4.78983 6.07447  0.11
H 3.09852 3.20500 6.61695  0.13
N -0.40834 6.03490 -2.02705  -0.04
C -1.00091 6.18298 -0.84517  -0.11
C -2.03058 7.09449 -1.07012  -0.10
C -1.98387 7.35405 -2.41627  -0.20
N -1.00445 6.70008 -3.02303  0.04
H 0.25960 5.34177 -2.28995  0.10
H -0.58388 5.77046 0.09574  0.13
H -2.80114 7.36800 -0.38117  0.08
H -2.73671 7.93652 -2.97150  0.11
N 1.51255 -6.44560 -1.95848  0.17
C 1.41583 -7.78976 -2.13200  -0.20
C 2.17835 -8.73586 -2.82067  -0.04
C 1.76457 -10.04786 -2.75238  -0.10
C 0.65744 -10.45624 -1.94001  -0.08
C -0.09222 -9.50391 -1.25354  -0.01
C 0.33206 -8.17213 -1.31965  -0.22
N -0.20871 -7.05622 -0.70745  0.19
C 0.48368 -6.06209 -1.16469  -0.29
C 0.24466 -4.62811 -0.91735  -0.10
C 1.09295 -3.60093 -1.31694  -0.01
C 0.63176 -2.33120 -1.27701  -0.14
N -0.56269 -1.97227 -0.77292  -0.03
C -1.31547 -2.93943 -0.26567  -0.12
C -0.95677 -4.27033 -0.27598  0.03
H 1.97197 -5.82917 -2.57415  0.14
H 2.99560 -8.33945 -3.48383  0.12
H 2.28843 -10.78091 -3.39608  0.11
H 0.49884 -11.48018 -1.86717  0.07
H -0.88166 -9.78385 -0.58829  0.10
H 2.07843 -3.79305 -1.71891  0.12
H 1.25842 -1.52166 -1.66854  0.11
H -2.25120 -2.59100 0.17108  0.11
H -1.68675 -4.98517 0.09029  0.12

Which of these has the highest total energy?
C40H49GeLuN13O11P2S2

What is the multiplicity in the second record?
1

What is the formula in the second record?
C40H49GeLuN13O11P2S2